# C21H63N7O8

8 unconnected molecules or ions with the total composition C21H63N7O8 (ωB97M-V with the def2-TZVPD basis set, the OMol25 dataset).

```
! RIJCOSX wB97M-V def2-TZVPD def2/J DEFGRID3
* xyz 0 1
C -15.44 -9.29 -3.10
O -15.47 -8.27 -2.13
C -15.03 -7.06 -2.64
C -15.35 -5.92 -1.72
C -16.85 -5.90 -1.38
N -14.89 -4.66 -2.29
H -15.86 -10.18 -2.61
H -14.41 -9.63 -3.32
H -15.98 -9.02 -4.00
H -13.94 -7.06 -2.81
H -15.43 -6.77 -3.63
H -14.82 -6.06 -0.77
H -17.26 -6.80 -0.92
H -17.40 -5.91 -2.34
H -17.13 -5.00 -0.84
H -15.38 -4.45 -3.16
H -15.19 -3.94 -1.65
C -8.61 -8.54 -2.63
O -8.66 -7.31 -1.96
C -9.37 -6.32 -2.73
C -9.28 -4.99 -2.02
C -7.87 -4.72 -1.46
N -10.30 -4.86 -0.95
H -9.55 -8.86 -3.09
H -8.30 -9.31 -1.92
H -7.85 -8.55 -3.42
H -8.80 -6.19 -3.65
H -10.40 -6.65 -2.83
H -9.51 -4.14 -2.67
H -7.77 -3.64 -1.34
H -7.05 -5.11 -2.07
H -7.72 -5.21 -0.50
H -9.91 -4.28 -0.21
H -10.38 -5.72 -0.42
C -13.84 -10.15 3.57
O -12.73 -9.32 3.84
C -12.67 -8.93 5.17
C -11.49 -8.02 5.45
C -11.35 -6.76 4.65
N -10.23 -8.75 5.34
H -13.63 -10.71 2.66
H -14.73 -9.55 3.32
H -14.09 -10.80 4.42
H -13.63 -8.46 5.49
H -12.59 -9.77 5.88
H -11.57 -7.72 6.51
H -12.28 -6.15 4.64
H -11.27 -6.91 3.57
H -10.64 -6.09 5.11
H -10.12 -9.50 5.99
H -10.00 -9.00 4.38
C -7.99 -5.70 3.80
O -7.18 -5.44 4.92
C -7.35 -4.16 5.48
C -6.79 -4.15 6.90
C -7.72 -4.93 7.84
N -6.69 -2.76 7.33
H -8.66 -6.54 3.96
H -7.35 -5.93 2.94
H -8.57 -4.82 3.51
H -6.80 -3.43 4.87
H -8.42 -3.91 5.51
H -5.82 -4.67 6.87
H -8.63 -4.35 8.01
H -7.22 -5.01 8.81
H -7.96 -5.90 7.42
H -6.41 -2.74 8.31
H -5.90 -2.32 6.86
C -10.66 -11.06 -1.35
O -10.75 -11.40 -2.70
C -11.94 -11.03 -3.36
C -11.71 -11.33 -4.80
C -10.52 -10.54 -5.37
N -12.87 -11.08 -5.64
H -11.20 -11.81 -0.76
H -11.12 -10.09 -1.12
H -9.63 -11.07 -1.03
H -12.75 -11.66 -2.94
H -12.13 -9.97 -3.17
H -11.38 -12.38 -4.86
H -10.35 -10.87 -6.39
H -9.69 -10.59 -4.68
H -10.82 -9.48 -5.42
H -12.69 -11.46 -6.56
H -13.67 -11.60 -5.29
N -11.39 -8.49 0.47
C -10.23 -8.50 1.24
N -9.14 -7.82 0.75
O -10.15 -9.16 2.30
H -12.13 -9.11 0.73
H -11.37 -8.03 -0.42
H -9.00 -7.53 -0.23
H -8.37 -8.01 1.39
O -8.86 -11.61 2.57
H -9.09 -12.18 1.83
H -9.42 -10.81 2.46
O -6.92 -8.52 2.51
H -5.97 -8.39 2.55
H -7.17 -8.80 3.40
*
```

Computed properties:
lowest unoccupied orbital energy: 0.02010 Eh
molar mass: 541.776 g/mol
total energy: -49607.4527 eV
max |F|: 0.0449 hartree/bohr
SMILES: COC[C@H](C)N.COC[C@H](C)N.COC[C@H](C)N.COC[C@H](C)N.COC[C@H](C)N.NC(N)=O.O.O
Kohn-Sham gap: 8.857 eV